Version 1
Computed, not measured: a molecular structure, C4H11N2OS, with the ωB97M-V functional and the def2-TZVPD basis.

The geometry in XYZ format:
```
19
Properties=species:S:1:pos:R:3
H -0.58 2.29 0.99
H 2.91 -0.28 0.82
H 2.11 1.34 1.10
H -1.37 0.57 1.87
H 2.16 0.75 -0.48
C -0.81 -0.45 -1.07
C 0.89 -0.49 0.70
H 1.73 -1.01 -1.39
H 0.77 -0.99 1.62
H -2.32 -1.53 -1.80
N -1.98 -1.08 -1.09
O -1.56 -0.12 1.23
N -0.44 1.65 0.12
H -1.23 1.90 -0.58
H -2.40 -1.30 -0.21
C -0.54 0.24 0.28
C 2.11 0.33 0.56
S 1.06 -1.80 -0.58
H -0.52 0.00 -2.09
```

Total charge: +1
E_LUMO (eV): -4.447

=====

Version 2
Computed, not measured: 2 unconnected molecules or ions with the total composition C4H11N2OS, with the ωB97M-V functional and the def2-TZVPD basis.

The geometry in XYZ format:
```
19
Properties=species:S:1:pos:R:3
O 1.26 -0.72 -1.13
H -0.50 1.77 1.43
H 1.62 -0.66 2.07
C -1.09 -0.59 0.10
C 1.27 0.37 -0.43
H 2.23 0.51 0.15
N 0.73 -0.83 1.63
H -0.12 1.02 1.16
H -1.43 -0.10 -0.81
H 0.62 0.34 -2.91
H 0.38 2.04 -3.22
S -2.20 -0.80 1.45
N 0.92 1.58 -1.21
C 1.02 1.32 -2.70
H 0.03 -1.18 2.29
C 0.22 -0.01 0.68
H 2.07 1.48 -2.94
H 1.35 2.45 -0.95
H -0.66 -1.54 -0.31
```

Total charge: +1
E_LUMO (eV): -8.624

=====

Question: which arrangement is favored energetically? Ranking from most to least stable: version 1, version 2.

=====

Version 1
Computed, not measured: 2 unconnected molecules or ions with the total composition C13H16O, with the ωB97M-V functional and the def2-TZVPD basis.

The geometry in XYZ format:
```
30
Properties=species:S:1:pos:R:3
H 0.67 -2.20 -1.71
H -0.83 -4.33 -1.39
H 0.96 -0.53 2.87
C 2.25 1.07 0.86
C 3.18 1.24 1.96
C -1.34 1.95 -2.31
H 3.33 0.43 2.68
H -0.54 -0.15 1.90
H 2.47 1.63 -0.06
C -0.09 1.63 -1.46
H 4.09 1.50 1.55
H 0.48 2.45 -1.03
C -2.81 -1.86 -0.17
H 2.87 2.13 2.46
H -2.92 -4.07 -0.33
C -2.36 -3.12 -0.48
C -0.31 -2.18 -1.25
C -1.13 -3.27 -1.14
C 0.04 0.28 -1.06
H -2.16 1.60 -1.71
C -0.82 -0.85 -0.93
H -3.65 -1.66 0.50
C 1.25 0.26 0.91
C -2.00 -0.76 -0.20
O 0.71 0.74 -2.15
H -1.48 1.44 -3.33
H 0.23 -1.61 1.62
C 0.53 -0.45 1.84
H -2.42 0.17 0.17
H -1.50 3.07 -2.46
```

Total charge: 0
E_LUMO (alpha / beta) (eV): 0.610 / 0.609

=====

Version 2
Computed, not measured: a molecular structure, C13H16O, with the ωB97M-V functional and the def2-TZVPD basis.

The geometry in XYZ format:
```
30
Properties=species:S:1:pos:R:3
H 0.96 -1.48 2.21
O 0.91 -2.04 1.44
C 0.87 1.19 0.19
C 1.15 -1.41 0.20
H 0.97 -2.09 -0.59
H -3.83 -1.83 -1.67
H -1.40 -1.35 -1.87
C 2.28 0.83 0.50
H 3.07 1.45 0.21
C -1.87 -0.95 -0.99
H -0.33 2.56 -0.50
C 3.12 -0.92 -1.21
H 3.14 -1.16 1.06
H -1.75 1.00 1.64
C -3.63 0.39 0.74
H 2.38 0.99 1.58
H -5.32 -0.39 -0.45
C -2.28 0.62 0.79
H 2.46 -0.56 -1.99
C -4.18 -0.46 -0.19
C -3.30 -1.13 -1.04
H -4.29 0.93 1.39
C 2.56 -0.73 0.20
C 0.53 2.66 0.14
H 4.07 -0.44 -1.18
H 1.33 3.02 -0.33
C 0.03 0.19 0.02
C -1.38 0.03 -0.15
H 3.34 -2.00 -1.28
H 0.37 3.09 1.13
```

Total charge: 0
E_LUMO (eV): 0.840

=====

Question: which arrangement is favored energetically? Ranking from most to least stable: version 2, version 1.

=====

Version 1
Computed, not measured: 2 unconnected molecules or ions with the total composition C2H7NOSi, with the ωB97M-V functional and the def2-TZVPD basis.

The geometry in XYZ format:
```
12
Properties=species:S:1:pos:R:3
H 1.15 -0.83 -0.81
C -1.52 -0.32 -0.79
Si 2.45 0.62 0.30
H -0.78 -0.90 -1.34
C -1.68 -0.26 0.63
H -2.25 0.02 -1.45
N 2.09 -0.75 -0.45
H -1.03 -0.91 1.19
H -2.71 -0.03 1.11
H 3.67 0.78 1.10
O -1.10 0.77 -0.11
H 1.70 1.83 0.62
```

Total charge: 0
E_LUMO (alpha / beta) (eV): 0.123 / 0.123

=====

Version 2
Computed, not measured: 2 unconnected molecules or ions with the total composition C2H7NOSi, with the ωB97M-V functional and the def2-TZVPD basis.

The geometry in XYZ format:
```
12
Properties=species:S:1:pos:R:3
H -2.01 0.05 2.76
N 0.74 -1.43 -1.07
H -3.23 -0.55 1.84
H 1.15 1.27 -1.98
H 2.76 1.14 0.00
O 2.00 -0.94 -1.10
H -2.52 1.17 1.51
C -0.36 -1.82 -1.09
Si 2.23 0.67 -1.30
H 3.41 0.57 -2.19
C -2.45 0.13 1.74
H -1.71 -0.26 0.89
```

Total charge: 0
E_LUMO (eV): 0.534

=====

Question: which arrangement is favored energetically? Ranking from most to least stable: version 1, version 2.

=====

Version 1
Computed, not measured: 4 unconnected molecules or ions with the total composition C2H11NO3, with the ωB97M-V functional and the def2-TZVPD basis.

The geometry in XYZ format:
```
17
Properties=species:S:1:pos:R:3
O -3.01 1.53 2.83
H -2.75 1.87 1.97
O 2.72 1.01 -0.52
H -0.29 0.00 -0.54
H 3.39 0.53 -1.02
C 0.04 -2.46 0.24
C -1.18 -0.56 -0.30
H -0.12 -3.32 0.87
N -1.20 -1.81 -0.11
H 0.69 2.41 -1.90
H 0.80 -1.83 0.72
O 0.39 1.61 -2.33
H 0.98 0.87 -2.26
H -2.20 1.34 3.31
H 0.56 -2.81 -0.66
H -2.10 0.01 -0.30
H 3.27 1.62 0.00
```

Total charge: 0
E_LUMO (eV): 0.240

=====

Version 2
Computed, not measured: 4 unconnected molecules or ions with the total composition C2H11NO3, with the ωB97M-V functional and the def2-TZVPD basis.

The geometry in XYZ format:
```
17
Properties=species:S:1:pos:R:3
H -0.75 2.79 2.26
H 1.41 0.15 1.57
C 1.34 2.03 2.34
C -0.04 1.93 2.17
H 0.79 -2.01 -0.05
H 0.01 -3.91 -6.16
H -2.80 1.25 1.15
H -0.41 1.09 1.79
H 0.00 -2.41 -6.37
H -2.22 0.25 0.37
N 2.00 0.86 2.01
O -0.55 -3.13 -6.39
H -0.63 -1.61 -0.46
O -0.03 -1.60 0.36
H 2.87 0.70 2.13
H 1.84 2.68 3.02
O -2.85 0.94 0.28
```

Total charge: 0
E_LUMO (eV): 0.283

=====

Question: which arrangement is favored energetically? Ranking from most to least stable: version 1, version 2.

=====

Version 1
Computed, not measured: C4H4N2S2 in the gas phase, with the ωB97M-V functional and the def2-TZVPD basis.

The geometry in XYZ format:
```
12
Properties=species:S:1:pos:R:3
N -1.36 -1.01 0.11
C -0.08 0.84 0.14
S 2.73 1.09 0.08
H 3.83 -1.60 -0.86
S 2.80 -1.30 -0.01
C -1.40 1.20 -0.14
H -3.28 0.06 -0.43
C -2.18 0.06 -0.11
H -1.89 2.12 -0.27
N -0.20 -0.54 0.32
C 1.21 1.43 0.20
H 0.61 -1.09 0.71
```

Total charge: 0
E_LUMO (eV): -0.932

=====

Version 2
Computed, not measured: C4H4N2S2 in the gas phase, with the ωB97M-V functional and the def2-TZVPD basis.

The geometry in XYZ format:
```
12
Properties=species:S:1:pos:R:3
C 0.73 -1.01 2.59
H -2.34 -2.28 -1.77
C -0.49 -0.43 0.32
H -1.30 1.38 -0.67
S 2.18 1.25 0.29
N 0.64 1.74 -0.26
H 2.78 2.38 -0.05
N -1.19 -1.33 -0.27
S -1.98 -0.99 -1.72
C 0.17 -0.77 1.56
C -0.37 0.99 -0.22
H 1.27 -1.24 3.51
```

Total charge: 0
E_LUMO (eV): -0.257

=====

Version 3
Computed, not measured: C4H4N2S2 in the gas phase, with the ωB97M-V functional and the def2-TZVPD basis.

The geometry in XYZ format:
```
12
Properties=species:S:1:pos:R:3
H -1.18 -0.23 2.00
C -0.42 0.01 1.17
N -1.06 0.92 -2.00
N -0.62 0.93 0.28
H -0.87 -0.52 -3.32
H -0.86 2.76 -0.94
S 0.44 -1.39 -1.63
S 1.84 -1.01 -0.09
C 0.61 -0.90 1.09
H 0.72 -1.43 2.03
C -0.87 1.58 -0.76
C -0.53 -0.15 -2.39
```

Total charge: 0
E_LUMO (eV): -0.269

=====

Question: which arrangement is favored energetically? Ranking from most to least stable: version 3, version 1, version 2.

=====

Version 1
Computed, not measured: C6H6S in the gas phase, with the ωB97M-V functional and the def2-TZVPD basis.

The geometry in XYZ format:
```
13
Properties=species:S:1:pos:R:3
S -0.24 2.34 0.43
C 1.16 1.34 0.79
C 0.23 0.35 -1.08
H -1.84 1.21 -0.88
H 0.18 -0.58 -1.67
H -1.73 -0.84 1.25
C -0.91 1.00 -0.46
H 1.05 -2.14 0.87
C 0.51 -1.22 0.79
H 0.66 1.03 -1.74
C -0.74 -0.96 0.95
C 1.01 0.09 0.16
H 1.82 1.42 1.64
```

Total charge: 0
E_LUMO (alpha / beta) (eV): 0.159 / 0.159

=====

Version 2
Computed, not measured: C6H6S in the gas phase, with the ωB97M-V functional and the def2-TZVPD basis.

The geometry in XYZ format:
```
13
Properties=species:S:1:pos:R:3
C 1.23 0.71 0.13
H -0.96 -0.54 1.50
S -2.70 -0.02 0.01
C 1.26 -0.78 -0.05
C -1.07 -0.70 0.41
H 0.02 2.59 0.01
C -1.09 0.63 -0.30
C 0.09 -1.43 -0.12
H -0.94 0.48 -1.35
H -0.03 -2.43 -0.35
H 2.11 -1.32 -0.32
C 0.06 1.48 0.08
H 2.02 1.33 0.37
```

Total charge: 0
E_LUMO (eV): 0.490

=====

Version 3
Computed, not measured: C6H6S in the gas phase, with the ωB97M-V functional and the def2-TZVPD basis.

The geometry in XYZ format:
```
13
Properties=species:S:1:pos:R:3
H -2.86 0.99 0.00
S 2.04 -0.11 0.19
H 2.04 1.35 0.02
C -1.93 0.36 0.19
H 3.92 0.60 -0.22
C 3.70 -0.50 -0.38
C 0.10 -0.22 0.15
C -1.88 -1.05 0.17
C -0.68 0.92 0.28
H -0.08 -2.44 0.31
C -0.55 -1.48 0.21
H -0.40 2.03 0.30
H -2.89 -1.64 0.19
```

Total charge: 0
E_LUMO (eV): -1.850

=====

Version 4
Computed, not measured: a molecular structure, C6H6S, with the ωB97M-V functional and the def2-TZVPD basis.

The geometry in XYZ format:
```
13
Properties=species:S:1:pos:R:3
C -0.08 -0.30 -0.01
C -1.39 -0.85 -0.62
C 1.14 -1.04 -0.10
H -1.55 -0.64 -1.65
S 2.47 0.77 -0.39
C 2.39 -0.99 -0.07
H -2.42 -0.60 -0.21
C 0.02 0.76 1.18
H -1.27 -1.90 -0.50
H 0.65 0.51 2.08
H 0.27 1.93 -0.84
C 0.61 1.06 -0.24
H -0.84 1.30 1.39
```

Total charge: 0
E_LUMO (eV): -0.502

=====

Question: which arrangement is favored energetically? Ranking from most to least stable: version 2, version 4, version 1, version 3.

=====

Version 1
Computed, not measured: C2H3BrOS in the gas phase, with the ωB97M-V functional and the def2-TZVPD basis.

The geometry in XYZ format:
```
8
Properties=species:S:1:pos:R:3
C -0.02 -0.27 -0.02
H -0.33 0.48 -0.75
S -3.75 -1.88 -0.12
C -2.46 -0.73 -0.01
Br -2.88 1.29 0.12
O -1.27 -1.10 -0.12
H 0.79 -0.91 -0.25
H -0.08 0.29 0.87
```

Total charge: 0
E_LUMO (eV): -0.052

=====

Version 2
Computed, not measured: C2H3BrOS in the gas phase, with the ωB97M-V functional and the def2-TZVPD basis.

The geometry in XYZ format:
```
8
Properties=species:S:1:pos:R:3
C -0.10 -0.39 -0.68
S 0.71 0.87 1.76
H -0.42 0.07 -1.54
O 1.24 -0.57 -0.84
H 1.80 -0.59 0.08
Br -2.21 1.19 0.90
C -0.47 0.70 0.69
H -0.56 -1.28 -0.38
```

Total charge: 0
E_LUMO (eV): -0.610

=====

Question: which arrangement is favored energetically? Ranking from most to least stable: version 1, version 2.

=====

Version 1
Computed, not measured: 2 unconnected molecules or ions with the total composition C4H14N3O, with the ωB97M-V functional and the def2-TZVPD basis.

The geometry in XYZ format:
```
22
Properties=species:S:1:pos:R:3
H 2.10 1.28 -1.61
C 1.27 -0.46 -0.86
H -0.29 -0.76 1.83
H 1.89 1.45 2.42
N -1.08 -0.14 1.62
C -0.02 -0.25 -1.12
H -2.41 0.31 0.08
C -1.91 -0.59 0.45
H -2.64 -1.31 0.80
H -1.65 0.00 2.45
H 1.81 1.11 0.91
C -0.99 -1.27 -0.55
O 1.36 0.99 1.76
H 1.62 -1.44 -0.58
N 2.29 0.54 -0.95
H -1.45 0.94 -2.01
H 0.10 1.58 -1.95
H -0.42 -2.03 -0.01
H -1.58 -1.76 -1.32
N -0.57 0.97 -1.53
H -0.59 0.73 1.37
H 3.16 0.09 -1.21
```

Total charge: +1
E_LUMO (eV): -2.882

=====

Version 2
Computed, not measured: 2 unconnected molecules or ions with the total composition C4H14N3O, with the ωB97M-V functional and the def2-TZVPD basis.

The geometry in XYZ format:
```
22
Properties=species:S:1:pos:R:3
C 1.65 0.35 -0.61
H 0.72 2.28 -0.25
H -2.99 1.60 0.11
H -3.11 0.70 1.36
H -0.58 -2.35 1.62
H -1.21 1.87 -1.74
H 2.06 -0.20 -1.45
H 0.47 -1.98 -1.13
H 1.67 0.19 2.09
H -0.46 0.48 -2.29
N -0.48 1.18 -1.55
H -0.76 -3.38 0.28
H 1.44 2.06 -1.87
C 0.82 -0.49 0.32
H -0.01 0.14 2.11
N 0.84 -0.25 1.73
N -0.41 -2.52 0.64
C 0.87 1.60 -1.08
H -0.82 0.65 -0.74
H 2.56 0.77 -0.17
C 0.28 -1.65 -0.13
O -2.49 1.03 0.70
```

Total charge: +1
E_LUMO (eV): -3.271

=====

Question: which arrangement is favored energetically? Ranking from most to least stable: version 1, version 2.